[1]
A structure of composition C5H7FHgO4. Source: the OMol25 dataset; level of theory: ωB97M-V/def2-TZVPD.

The relative energy (zero: lowest compared OMol25 entry of this formula, charge and spin) is 0.000 eV. The HOMO energy (spin up / spin down) comes out at -7.4 / -9.9 eV. The strongest force on any atom is 3.276 eV/A. For the electronic energy, the calculation gives -748.856613 hartree. As for the expectation value of S²: 2.01. The calculation puts the gap between HOMO and LUMO (spin up / spin down) at 7.421 / 6.485 eV.

```
! wB97M-V def2-TZVPD RIJCOSX def2/J DEFGRID3
* xyz 0 3
Hg -5.495 -3.555 0.048
O -4.246 -2.090 -1.507
C -3.317 -1.847 -0.700
O -3.247 -2.350 0.447
O -2.344 -1.029 -1.141
C -1.226 -0.812 -0.291
H -1.548 -0.339 0.648
H -0.739 -1.768 -0.051
C -0.275 0.094 -1.036
H 0.116 -0.365 -1.952
H -0.724 1.070 -1.264
F 0.943 0.397 -0.178
O 3.832 0.219 1.713
C 3.296 1.109 1.143
C 3.686 2.550 1.059
H 2.834 3.163 1.383
H 3.882 2.794 0.005
H 4.573 2.759 1.674
*
```

---

[2]
An isolated molecule of C5H7FN2O3S. Source: the OMol25 dataset; level of theory: ωB97M-V/def2-TZVPD.

The relative energy (zero: lowest compared OMol25 entry of this formula, charge and spin) is 2.927 eV. The HOMO energy comes out at -8.7 eV. The SMILES is COC1=CC=NN(S(=O)(=O)F)C1. The strongest force on any atom is 4.015 eV/A. For the electronic energy, the calculation gives -1027.844737 hartree. The calculation puts the gap between HOMO and LUMO at 8.162 eV.

```
! wB97M-V def2-TZVPD RIJCOSX def2/J DEFGRID3
* xyz 0 1
C 0.591 -1.699 -0.763
C 1.783 -2.292 -0.203
C 0.111 -0.470 -0.334
C 0.712 -0.086 0.958
C -1.478 1.289 -0.403
N 2.498 -1.715 0.676
N 2.084 -0.563 1.196
O 2.964 -0.192 -1.512
O 2.598 1.943 -0.301
O -0.903 0.098 -0.955
F 4.541 0.589 0.250
S 3.038 0.531 -0.275
H 0.235 -2.197 -1.636
H 2.143 -3.245 -0.752
H 0.508 1.047 1.104
H 0.080 -0.617 1.739
H -1.975 1.689 -1.260
H -0.793 1.878 0.232
H -2.341 0.923 0.285
*
```

---

[3]
The ion C5H7FNO with charge +1. Source: the OMol25 dataset; level of theory: ωB97M-V/def2-TZVPD.

The relative energy (zero: lowest compared OMol25 entry of this formula, charge and spin) is 0.000 eV. The HOMO energy (spin up / spin down) comes out at -12.8 / -14.2 eV. The SMILES is O[C@H]1C=CC(F)=C[NH2+]1. The strongest force on any atom is 8.293 eV/A. For the electronic energy, the calculation gives -424.131463 hartree. The calculation puts the gap between HOMO and LUMO (spin up / spin down) at 7.341 / 8.961 eV.

```
! wB97M-V def2-TZVPD RIJCOSX def2/J DEFGRID3
* xyz 1 1
C -1.862 -0.458 -0.134
C -0.773 -0.848 -0.831
C -0.054 0.895 1.433
C -1.756 0.315 1.008
C 0.655 -0.639 -0.377
N 0.694 0.871 0.227
O 1.111 -1.434 0.556
F -2.702 0.477 1.909
H -2.897 -0.507 -0.526
H -1.010 -1.571 -1.662
H -0.099 1.565 2.335
H 1.263 -0.628 -1.208
H 0.242 1.604 -0.418
H 1.623 1.260 0.551
H 0.329 -1.760 1.034
*
```

---

[4]
An isolated molecule of C5H7FO. Source: the OMol25 dataset; level of theory: ωB97M-V/def2-TZVPD.

The relative energy (zero: lowest compared OMol25 entry of this formula, charge and spin) is 0.422 eV. The HOMO energy comes out at -10.1 eV. The SMILES is O=CC1(F)CCC1. The strongest force on any atom is 1.507 eV/A. For the electronic energy, the calculation gives -369.783500 hartree. The calculation puts the gap between HOMO and LUMO at 10.866 eV.

```
! wB97M-V def2-TZVPD RIJCOSX def2/J DEFGRID3
* xyz 0 1
C 0.190 -0.038 0.312
C 0.275 1.160 -0.681
C 0.743 0.196 -1.772
C 0.244 -0.993 -0.912
C -0.968 -0.128 1.220
H -0.729 1.545 -0.851
H 0.888 1.994 -0.372
H 0.264 0.310 -2.757
H 1.812 0.124 -1.824
H 0.882 -1.839 -0.773
H -0.736 -1.312 -1.170
H -0.705 -0.270 2.309
O -2.108 -0.082 0.859
F 1.365 -0.120 1.063
*
```

---

[5]
An isolated molecule of C5H7FOS. Source: the OMol25 dataset; level of theory: ωB97M-V/def2-TZVPD.

The relative energy (zero: lowest compared OMol25 entry of this formula, charge and spin) is 3.747 eV. The HOMO energy comes out at -8.5 eV. The SMILES is C[C@H](/C=C\F)OC=S. The strongest force on any atom is 5.261 eV/A. For the electronic energy, the calculation gives -767.852503 hartree. The calculation puts the gap between HOMO and LUMO at 8.368 eV.

```
! wB97M-V def2-TZVPD RIJCOSX def2/J DEFGRID3
* xyz 0 1
C 1.089 0.829 -1.387
C 0.564 0.050 -0.188
C 0.488 0.198 1.947
C -0.691 -0.723 -0.553
C -1.969 -0.699 -0.091
H 2.173 1.254 -1.480
H 0.433 1.641 -1.522
H 0.967 -0.089 -2.226
H 1.487 -0.605 0.003
H 1.306 -0.754 1.859
H -0.527 -1.620 -1.144
H -2.728 -1.473 -0.157
O 0.293 1.053 0.878
F -2.290 0.324 0.791
S -0.594 0.615 3.270
*
```

---

[6]
An isolated molecule of C5H7FOS. Source: the OMol25 dataset; level of theory: ωB97M-V/def2-TZVPD.

The relative energy (zero: lowest compared OMol25 entry of this formula, charge and spin) is 4.432 eV. The HOMO energy comes out at -9.0 eV. The SMILES is F[C@H]1[C@@H]2OCC[C@@]12S. The strongest force on any atom is 3.403 eV/A. For the electronic energy, the calculation gives -767.827328 hartree. The calculation puts the gap between HOMO and LUMO at 9.823 eV.

```
! wB97M-V def2-TZVPD RIJCOSX def2/J DEFGRID3
* xyz 0 1
C -0.829 0.167 -0.066
C -0.194 -0.447 1.204
C 1.348 -0.689 0.539
C 0.359 0.796 -0.626
C -1.027 1.412 -0.952
H -0.267 -1.813 -1.280
H 0.016 0.033 2.174
H -0.752 -1.370 1.527
H 2.046 -0.155 1.118
H 1.641 -1.774 0.454
H 0.676 1.428 0.130
H -1.654 1.157 -1.889
O 1.395 -0.174 -0.857
F -1.247 2.596 -0.464
S -1.511 -1.166 -1.014
*
```